Entry 1:
Entry from OMol25: a structure of composition C12H36F2NaO16P4 at a distorted geometry (ωB97M-V/def2-TZVPD).

Structure (XYZ):
```
71
Properties=species:S:1:pos:R:3:forces:R:3
P -2.489018 0.059014 2.080776 -0.1790 1.3532 -1.4846
P 0.102212 -3.592326 0.505476 0.7908 -2.0001 -0.0698
P 1.577942 1.294834 -3.450194 -1.5036 -1.3166 0.8802
P 0.227052 3.862044 1.412596 1.5924 -0.8723 0.6474
Na -1.175798 -0.263136 -1.188324 -0.5018 -0.4244 -1.5373
F -3.203908 0.357674 -2.385744 0.1664 0.0515 1.2028
F -0.598988 -1.993556 -3.125204 0.4792 -0.3376 0.6857
O -1.325938 0.334824 1.151686 -1.9082 -1.2455 1.7183
O 0.286212 1.044654 -2.726154 2.5517 1.1342 -1.2711
O -0.238678 3.054364 2.769866 3.3051 -1.2229 -2.9558
O -2.130178 -0.042656 3.668946 -3.0032 2.5613 -3.7130
O 2.011522 2.824964 -3.767524 -0.0534 -1.8648 -0.2208
O 2.842662 0.650494 -2.647534 -0.0214 2.8075 -1.2171
O 1.585582 3.102484 0.835786 -1.6917 1.9610 0.8203
O -0.843978 4.081554 0.419796 1.1006 0.3071 1.2242
O -3.530918 1.305354 1.977636 1.0478 -2.0237 2.0243
O -0.420858 -2.310416 0.066086 0.0783 -0.0620 0.2388
O 0.518512 -3.575576 2.118866 -0.0344 -0.4197 -1.4025
O 1.526112 -4.087476 -0.313974 -1.7790 0.2429 2.5516
O 1.698332 0.538914 -4.852414 1.0162 0.8123 -1.4987
O -3.475388 -1.240566 1.841686 3.3272 2.5334 2.9626
O 0.922002 5.193574 2.146126 -0.9165 -0.8134 -1.9048
O -1.020998 -4.850646 0.504196 2.4296 2.2266 1.0264
C 2.881532 -0.714426 -2.524344 -0.2638 -2.4235 2.5510
C 2.084782 3.817324 -2.760404 0.0692 0.1850 0.4445
C 2.299482 5.303234 2.528976 -0.6409 -0.4765 1.0506
C 2.830172 0.740554 -5.823284 -0.3184 1.9716 1.8212
C -1.913248 -5.095596 -0.543374 -0.4996 -0.8243 -1.8693
C -1.261498 3.575814 3.525336 -1.0021 0.5173 -0.3708
C 1.771182 1.784774 0.348796 -0.9515 -1.7499 0.7523
C -1.543528 -1.171936 4.126126 1.5425 -1.7247 1.7130
C -3.937748 -1.456896 0.591826 -2.5010 -2.7273 -3.4375
C 1.562552 -4.424586 -1.703434 -1.3408 0.3112 -0.9716
C -3.958398 1.766354 0.729836 0.6713 2.4438 -2.1450
C 0.826492 -4.797156 2.832056 -0.2068 -1.1755 -1.4607
H 3.208192 1.758464 -5.728034 -0.3434 0.4783 0.4124
H 2.837692 6.143664 2.090666 -0.2226 -0.3559 -0.9059
H -3.457538 -2.283126 0.067566 0.9092 0.0708 0.1546
H -2.037228 -4.347806 -1.326664 0.4443 0.7029 0.3650
H 1.877312 -5.079166 2.766196 0.1640 0.5123 -0.0469
H -1.532878 -5.966766 -1.076754 -0.1310 -0.2451 -0.0528
H 3.739912 0.224514 -5.516384 -0.5545 -1.0577 -0.3941
H 0.909282 1.295714 -0.105124 -0.3741 0.7752 -0.2727
H -2.166078 3.060254 3.202786 -0.4064 0.4136 0.2746
H -1.060748 3.353614 4.573396 -0.0413 0.4275 0.0202
H 2.525312 0.785084 -6.868834 -0.4003 -1.2594 0.3083
H -3.512468 2.746764 0.562356 -0.2724 0.7519 0.7265
H -2.920698 -5.334206 -0.202464 0.1779 0.0738 0.5768
H -4.080448 -0.715216 -0.194074 0.5423 0.9068 0.5019
H -1.225818 4.619044 3.211496 -1.1249 0.4786 1.2427
H 2.281052 5.590174 3.580366 0.0016 -0.3533 0.2684
H 0.810462 -3.815956 -2.205454 -0.1901 0.1637 -0.4511
H 2.740982 4.313034 2.416436 0.5516 0.4516 -0.0970
H 2.845562 -1.350126 -3.409034 -0.0179 0.4885 -0.1759
H 3.686912 -0.983536 -1.840934 1.0696 0.2145 -0.7285
H 2.504122 -4.226926 -2.215774 0.3592 0.4145 0.8349
H -2.133258 -1.609376 4.931716 -0.1065 0.1304 0.2166
H 1.364082 -5.476926 -1.906624 -0.2016 -0.1869 0.4969
H -5.035628 1.900974 0.632086 0.0627 -0.6170 0.3281
H -3.492528 1.408974 -0.188504 -0.3217 -1.6583 -0.0041
H 1.903182 1.162274 1.233766 0.6116 -0.1658 -0.0356
H -4.915148 -1.915496 0.741726 -0.4965 0.2653 -0.0248
H 2.582352 1.668474 -0.369934 0.1522 0.6736 0.3113
H 2.122242 -1.035326 -1.811184 -1.1001 -0.1765 -0.6844
H -0.625448 -0.744306 4.529056 0.5810 -1.1728 0.1946
H 1.217812 3.763504 -2.101934 -0.0935 0.2037 -0.0759
H 2.987862 3.698164 -2.161784 0.0847 -0.1554 0.0438
H 0.289252 -5.585306 2.304506 -0.0206 -0.2489 0.2093
H -1.405048 -1.989306 3.418436 0.3529 0.3149 -0.3519
H 0.517932 -4.883196 3.873916 -0.2193 1.0642 -0.0706
H 2.164172 4.773564 -3.277524 -0.2769 -0.0391 0.1003
```
Positions in Å, forces in eV/Å.

Values from the calculation:
2S+1: 1
Charge: -1
Kohn-Sham gap (eV): 6.3
Total energy (a.u.): -3410.4158
LUMO (eV): 2.223



Entry 2:
Entry from OMol25: an isolated molecule of C2H8N2O2 at a distorted geometry (ωB97M-V/def2-TZVPD).

Structure (XYZ):
```
14
Properties=species:S:1:pos:R:3:forces:R:3
O -1.184399 1.776250 -0.613179 -0.6723 0.7976 0.2997
O -1.952034 -0.170329 0.402987 3.4312 -0.4660 2.8899
N 0.846367 -1.379479 -0.681198 -0.6036 0.0758 0.2035
N 0.986000 0.368765 1.105464 -0.7115 -0.3066 0.2227
C 0.525495 -0.045191 -0.210127 -0.7002 1.4007 -2.0571
C -1.178094 0.415102 -0.544715 3.6802 -1.0361 -2.3600
H 0.422826 -2.096280 -0.102295 0.1310 -0.0981 -0.0675
H -0.937918 -0.275050 0.823950 -4.8164 -0.4306 0.6395
H 1.847527 -1.534266 -0.742047 -0.1673 0.0083 0.1208
H -1.347526 -0.019871 -1.537011 0.0202 0.1760 -0.0259
H 0.768119 -0.336141 1.802577 0.2409 0.0100 0.1485
H 0.978651 0.649335 -0.920085 0.0884 -0.0233 0.0872
H 1.986654 0.527729 1.130726 -0.1422 0.0080 -0.0583
H -1.761666 2.119426 0.084952 0.2216 -0.1158 -0.0431
```
Positions in Å, forces in eV/Å.

Values from the calculation:
SMILES: NC(N)C(O)O
2S+1: 1
Charge: 0
Kohn-Sham gap (eV): 10.1
Total energy (a.u.): -340.9109
LUMO (eV): 0.687



Entry 3:
Entry from OMol25: the ion C6H11O with charge -1 at a distorted geometry (ωB97M-V/def2-TZVPD).

Structure (XYZ):
```
18
Properties=species:S:1:pos:R:3:forces:R:3
O -0.448960 3.396625 1.067633 0.0479 0.1696 -0.0205
C 1.166381 -2.695516 0.892627 0.0851 0.0854 -0.5225
C -0.317923 1.774893 -0.769565 0.3052 1.4224 0.3655
C 0.263956 -0.566026 -0.003732 -0.3388 -0.3949 -0.0382
C 0.647208 -1.816669 -0.228257 0.5642 -0.1285 0.1027
C -0.459649 0.287507 -0.990785 -0.2508 0.2685 -0.8397
C -1.002394 2.301514 0.551480 0.2183 0.0170 -0.3623
H 0.661799 -2.224314 -1.241785 -0.3634 -0.0043 0.1732
H -2.074842 2.429965 0.229805 -0.2088 -0.1121 0.1544
H 1.807104 -2.100203 1.537193 -0.0937 0.0028 0.3494
H -1.532097 0.054506 -0.985924 -0.0857 -0.0665 0.4669
H -0.718622 2.430416 -1.554504 -0.2803 -0.5957 -0.3093
H -1.017003 1.430032 1.248541 -0.1391 -0.2414 0.1992
H 0.335280 -3.123432 1.460703 0.1585 0.0240 0.0947
H 0.390340 -0.187256 1.006268 -0.1460 0.1883 -0.0135
H 0.713633 2.146297 -0.734359 0.2163 -0.5583 0.3158
H -0.193548 -0.020362 -2.008451 0.3404 0.0120 -0.0514
H 1.779343 -3.517969 0.523104 -0.0293 -0.0883 -0.0643
```
Positions in Å, forces in eV/Å.

Values from the calculation:
SMILES: C/C=C/CCC[O-]
2S+1: 1
Charge: -1
Kohn-Sham gap (eV): 5.7
Total energy (a.u.): -310.4035
LUMO (eV): 3.578



Entry 4:
Entry from OMol25: a structure of composition C5H9NO at a distorted geometry (ωB97M-V/def2-TZVPD).

Structure (XYZ):
```
16
Properties=species:S:1:pos:R:3:forces:R:3
O 1.967555 -0.701659 0.102411 -0.0125 -0.4674 -0.7917
N 0.246594 -0.422646 -1.372291 0.4847 -0.8224 0.0269
C -0.174356 0.158269 -0.067178 -0.1141 0.0915 0.2183
C 1.327765 -1.033529 -1.092027 1.0321 1.6465 -1.3688
C 0.075427 1.659263 0.057057 0.0405 -0.0090 -0.0881
C 0.733953 -0.702283 0.807442 -0.9309 -1.3966 -0.0629
C -1.638947 -0.197405 0.145606 -0.0663 0.0284 0.0057
H 1.135938 1.890367 -0.074698 -0.1150 -0.0139 0.0056
H 0.416824 -1.769677 0.352220 -0.6678 1.3498 3.3606
H -1.788164 -1.277792 0.046659 0.0117 0.1787 0.0040
H 1.809948 -1.816838 -1.655931 0.2544 0.2881 -0.5067
H -0.496957 2.195010 -0.705293 0.0931 -0.0435 0.0667
H -1.969195 0.111543 1.144177 0.0361 -0.0152 -0.1325
H -0.244508 2.024886 1.042339 0.0587 -0.1393 -0.2174
H -2.258244 0.302508 -0.603746 0.0457 -0.0364 0.1013
H 0.856366 -0.420018 1.873253 -0.1505 -0.6393 -0.6211
```
Positions in Å, forces in eV/Å.

Values from the calculation:
2S+1: 1
Charge: 0
Kohn-Sham gap (eV): 11.0
Total energy (a.u.): -325.8418
LUMO (eV): 0.964



Entry 5:
Entry from OMol25: a structure of composition C15H7Cl5NOPtS4 (ωB97M-V/def2-TZVPD).

Structure (XYZ):
```
34
Properties=species:S:1:pos:R:3:forces:R:3
Pt 0.964188 -0.455826 0.126213 -0.1593 0.0238 0.1160
Cl 3.117158 -0.588269 -2.279840 -0.0128 -0.0165 0.0455
Cl 6.689113 -3.864715 0.092182 0.0264 -0.0079 0.0096
Cl 4.947187 -3.881078 2.674555 -0.0020 -0.0093 -0.0013
Cl 2.280727 -2.290823 2.772551 0.0641 -0.0034 -0.0042
Cl 5.773733 -2.206104 -2.384237 0.0173 0.0114 -0.0095
S 1.565212 1.553315 1.309481 -0.0045 -0.0279 -0.0487
S -0.134037 4.024612 1.655583 0.0172 0.0778 0.0917
S -0.362810 -1.860024 -1.476314 0.0791 0.0369 0.0142
S -0.832885 -1.641699 1.378243 0.0884 -0.0125 -0.1804
O -2.342901 -3.073768 -0.158738 0.0664 0.0169 -0.0335
N -0.867019 1.982224 0.242040 -0.0095 0.0638 0.0294
C 3.600891 -1.529835 -0.890412 0.0063 -0.0130 -0.0362
C 3.226332 -2.270541 1.312906 -0.0615 0.0313 0.0654
C 2.767847 -1.536992 0.224005 0.0038 -0.0097 -0.0800
C -1.893763 2.903597 0.176553 0.0051 -0.0765 0.0165
C 4.801087 -2.230132 -0.956699 -0.0274 -0.0429 0.0463
C -2.648221 5.101104 0.908899 0.0280 0.0035 -0.0032
C 4.423021 -2.983048 1.293397 0.0271 -0.0097 -0.0054
C 0.112439 2.416681 0.975602 0.0208 -0.1422 -0.0935
C 5.212723 -2.971600 0.147181 -0.0273 0.0297 -0.0265
C -3.823009 4.907731 0.201576 -0.0133 -0.0226 -0.0150
C -4.036387 3.724314 -0.511190 0.0041 0.0199 0.0090
C -1.689770 4.095012 0.892083 -0.0316 0.0291 -0.0493
C -1.275572 -2.275683 -0.119590 -0.0933 0.0448 0.1395
C -3.083180 2.723200 -0.528413 -0.0192 0.0055 -0.0099
C -2.728295 -3.610348 -1.423048 -0.0092 -0.0219 -0.0018
H -4.962412 3.590684 -1.056642 -0.0008 0.0022 0.0008
H -2.954450 -2.809610 -2.126886 0.0048 0.0079 0.0015
H -3.615098 -4.207046 -1.226212 0.0032 0.0039 0.0025
H -2.480726 6.017441 1.460835 0.0004 -0.0019 0.0046
H -1.933906 -4.233529 -1.833497 0.0058 0.0078 -0.0003
H -3.235326 1.800826 -1.073680 0.0034 -0.0005 0.0012
H -4.581876 5.679922 0.201508 0.0000 0.0022 0.0050
```
Positions in Å, forces in eV/Å.

Values from the calculation:
2S+1: 3
Charge: -1
Kohn-Sham gap (spin up / spin down) (eV): 6.3 / 7.1
<S²>: 2.01
Total energy (a.u.): -4718.9358
LUMO (spin up / spin down) (eV): 2.532 / 2.188



Entry 6:
Entry from OMol25: a structure of composition C19H28BF4O2Re at a distorted geometry (ωB97M-V/def2-TZVPD).

Structure (XYZ):
```
55
Properties=species:S:1:pos:R:3:forces:R:3
Re -2.660746 -0.401306 1.895977 -0.2743 0.5991 0.1619
F -6.818841 -0.599557 1.168226 0.5745 0.4624 0.6558
F -6.256312 1.566680 1.814114 0.1418 -0.8765 0.2758
F -4.453334 0.110769 1.006145 -1.1962 0.5098 -0.1196
F -5.648849 -0.243262 3.148591 -0.0830 0.1719 -0.5405
O 0.327651 1.690858 -1.524953 -0.1635 -1.6263 -0.3934
O 3.283467 0.300686 -1.618379 1.3627 -0.1791 -1.4167
C -0.975993 0.644442 2.587979 0.3897 1.7800 0.4943
C -2.838610 -2.269031 0.734459 0.0811 -0.9584 0.3272
C -1.501157 -2.089943 1.259423 -0.3761 -1.3974 0.1091
C 5.213318 1.860881 -1.379262 -0.1170 -0.0841 0.1873
C -1.858122 0.472574 3.726783 0.4186 1.4577 0.1242
C -2.879422 1.953132 2.259070 0.5009 0.7357 0.5105
C -3.007998 1.300691 3.520109 0.3997 0.4996 -0.4672
C -1.618464 1.581853 1.680803 -0.1702 -0.0556 1.0585
C -2.971201 -2.218251 3.058095 0.0265 -0.9737 -0.5018
C -0.333789 1.225956 -2.727436 -0.9026 -0.0193 0.2288
C 3.259951 0.103249 -3.073197 -0.6660 -0.1036 -0.2395
C 4.773318 0.190175 -3.253022 -0.5663 0.0592 0.7395
C 0.665464 0.516300 -0.746439 0.5130 0.4757 0.8347
C -3.734677 -2.369486 1.851345 0.2317 -1.0361 -0.3919
C 5.489660 -0.579070 -0.917600 -0.0515 0.0832 0.0914
C -1.587832 -2.057029 2.690430 0.1758 -1.6475 -0.1535
C -0.023800 -0.269065 -2.955307 0.1227 0.0294 0.2373
C 4.736169 0.460587 -1.720194 1.2353 0.0645 -0.1254
C 0.388299 -0.759828 -1.549844 -0.1986 0.3244 0.0835
B -6.072664 0.229976 1.932984 -0.2456 0.2878 -0.6372
H -3.085566 -2.321395 -0.316858 -0.1340 -0.0307 0.1120
H 1.741842 0.574043 -0.494202 -0.9264 0.1629 0.0582
H -1.658008 -0.106861 4.619563 -0.0240 0.0525 -0.2150
H 5.025107 2.080686 -0.320256 -0.0064 0.0867 -0.2359
H 5.246446 -0.755854 -3.541024 -0.0451 0.3727 0.0387
H -4.804512 -2.530499 1.798157 0.1215 0.2355 -0.0264
H 2.701582 0.918288 -3.555517 0.0068 -0.3175 0.0941
H 6.297435 1.900748 -1.551709 -0.2534 0.0879 0.0318
H -0.584040 -2.101131 0.683313 -0.1469 0.3467 0.1276
H -3.359421 -2.263550 4.071010 0.0299 0.2040 -0.2489
H -0.748374 -2.012760 3.376990 -0.2015 0.1367 -0.1806
H -0.067216 1.889128 -3.553866 0.1455 -0.1578 0.1379
H 5.112730 1.034498 -3.858655 0.0478 -0.2865 0.0972
H 0.016192 0.226807 2.461364 -0.1654 0.0929 0.0976
H -0.443892 -1.258808 -1.048053 -0.0967 -0.1626 -0.4790
H 0.747715 -0.425716 -3.714607 -0.0994 0.0484 0.3116
H 2.845241 -0.880498 -3.339390 -0.0714 0.3552 0.1166
H 5.325250 -0.417400 0.152367 0.0273 -0.1330 -0.0585
H 1.235038 -1.452805 -1.531318 -0.0390 0.2422 -0.1389
H 4.726937 2.607263 -2.017025 0.0433 -0.0778 0.2178
H -3.813036 1.441411 4.232091 -0.0780 -0.2757 -0.2964
H 0.054851 0.501056 0.196620 0.4611 0.0638 -0.7465
H -1.432772 1.295660 -2.594820 0.3707 0.2584 0.0650
H -3.600463 2.620748 1.810611 -0.0115 -0.1096 0.0541
H -1.197819 1.959277 0.760087 -0.0751 -0.0676 -0.1183
H 5.174607 -1.590639 -1.195420 0.0668 0.1435 0.1074
H 6.562711 -0.462901 -1.124090 -0.2486 -0.1444 0.0865
H -0.914054 -0.821774 -3.274261 0.1390 0.2901 -0.1430
```
Positions in Å, forces in eV/Å.

Values from the calculation:
2S+1: 4
Charge: +1
Kohn-Sham gap (spin up / spin down) (eV): 7.4 / 5.6
<S²>: 3.77
Total energy (a.u.): -1393.6395
LUMO (spin up / spin down) (eV): -3.375 / -6.322